Formula: C38H35N9O4ScTe
Source: the Open Molecules 2025 dataset
Level of theory: the ωB97M-V functional and the def2-TZVPD basis

As for the HOMO-LUMO gap: 6.915 eV. Its energy relative to the best compared isomer or geometry (same formula, charge and spin) is 15.0 kcal/mol. The total energy comes out at -3291.6657 a.u. As for the charge: +1.

Last column: Mulliken charge in e.
Cartesian coordinates (Å):
Sc 0.13 0.67 -1.57  -0.358
C -5.56 1.55 2.73  -1.630
C -4.33 1.61 1.88  0.236
C -3.86 2.82 1.37  -0.935
C -2.71 2.88 0.60  0.433
C -2.33 4.22 0.06  -0.104
O -3.19 5.00 -0.31  -0.612
C -0.89 4.55 -0.02  0.354
C 0.06 3.99 0.84  -0.055
C 1.39 4.31 0.70  -0.622
C 1.80 5.22 -0.26  -0.613
C 0.86 5.82 -1.09  -0.620
C -0.48 5.49 -0.97  -0.539
C -1.98 1.71 0.27  0.102
O -0.91 1.79 -0.48  -0.024
C -2.45 0.47 0.81  1.221
C -3.63 0.46 1.57  -0.929
C -1.75 -0.78 0.56  0.433
N -0.72 -0.86 -0.22  0.807
C -0.12 -2.17 -0.44  -1.028
C 1.31 -2.05 -0.91  -0.877
Te 2.05 -3.99 -1.49  0.267
C 1.55 -4.82 0.44  -0.331
C 0.63 -5.85 0.55  -0.121
C 0.33 -6.37 1.80  -0.570
C 0.93 -5.87 2.93  -0.418
C 1.85 -4.83 2.82  -0.658
C 2.15 -4.31 1.58  -0.139
C -2.21 -1.96 1.35  -0.691
C -2.79 -3.08 0.76  0.351
C -3.15 -4.16 1.54  -1.020
C -2.93 -4.13 2.91  -0.470
C -2.36 -3.02 3.50  -1.138
C -1.99 -1.94 2.72  0.082
H -5.98 2.54 2.87  0.397
H -5.34 1.12 3.71  0.340
H -6.31 0.93 2.25  0.366
H -4.39 3.74 1.58  0.460
H -0.27 3.33 1.62  0.574
H 2.12 3.87 1.37  0.472
H 2.84 5.48 -0.35  0.466
H 1.17 6.55 -1.82  0.449
H -1.23 5.96 -1.59  0.497
H -4.01 -0.48 1.94  0.665
H -0.70 -2.67 -1.22  0.276
H -0.15 -2.78 0.47  0.881
H 1.94 -1.65 -0.12  0.128
H 1.38 -1.42 -1.81  0.402
H 0.15 -6.25 -0.33  0.413
H -0.39 -7.18 1.88  0.423
H 0.70 -6.29 3.90  0.427
H 2.33 -4.43 3.71  0.411
H 2.88 -3.51 1.50  0.428
H -2.98 -3.09 -0.30  0.530
H -3.60 -5.03 1.09  0.459
H -3.22 -4.98 3.52  0.456
H -2.21 -2.98 4.57  0.450
H -1.54 -1.06 3.17  0.514
N 0.98 0.86 1.76  0.237
C 2.11 0.93 1.05  -0.189
N 3.26 0.92 1.72  -0.816
C 4.37 0.87 0.99  0.126
N 5.54 0.80 1.60  -0.319
N 4.37 0.88 -0.36  -0.708
C 3.20 0.92 -0.94  -0.258
N 2.01 0.95 -0.31  1.510
C 3.19 0.88 -2.41  0.828
C 4.40 0.73 -3.09  -0.689
C 4.37 0.63 -4.47  -0.571
C 3.15 0.71 -5.12  -1.024
C 2.00 0.87 -4.36  -0.152
N 2.00 0.95 -3.03  0.447
H 1.06 0.91 2.76  0.266
H 0.10 1.00 1.30  -0.255
H 5.57 0.75 2.60  0.261
H 6.38 0.70 1.05  0.247
H 5.31 0.68 -2.53  0.541
H 5.29 0.49 -5.04  0.471
H 3.08 0.64 -6.19  0.461
H 1.03 0.93 -4.84  0.490
N -0.93 2.28 -3.24  -0.183
N -1.34 1.37 -4.26  -0.458
C -1.40 -0.02 -3.93  0.532
O -2.09 -0.74 -4.59  -0.675
O -0.63 -0.35 -2.95  -0.648
H -1.75 2.66 -2.75  0.287
H -0.46 3.07 -3.68  0.298
H -2.10 1.66 -4.86  0.273